Formula: C8H10N4OS
Source: the OMol25 dataset
Level of theory: ωB97M-V/def2-TZVPD

As for the total energy: -1003.1942 Ha. Its energy above the lowest of the compared OMol25 structures with the same formula, charge and spin is 39.4 kcal per mole. As for the LUMO energy: 0.009 hartree. For the HOMO energy, the calculation gives -8.68 eV. For the HOMO-LUMO gap, the calculation gives 8.92 eV. The value obtained for the largest force on an atom is 3.1 eV Å⁻¹. The net charge is 0. As for the SMILES: c1ccc(-n2cnnn2)cc1.CSO. Its multiplicity is 1.

XYZ file:
```
24
Properties=species:S:1:pos:R:3:forces:R:3
S -3.840 -0.845 -0.586 -0.3 -0.1 0.1
O -4.038 0.718 -1.073 -0.7 -0.2 -0.7
N -0.352 3.024 0.339 -0.5 1.1 0.0
N -1.258 2.092 0.086 -1.6 -0.4 -0.5
N 0.706 1.235 -0.036 -1.0 -0.4 -0.9
N 0.804 2.555 0.251 2.5 -0.6 0.2
C -4.955 -0.814 0.891 1.6 0.4 -0.3
C 3.933 -1.449 -0.139 -1.2 -1.3 0.1
C 3.100 0.860 -0.368 -1.6 -2.2 -0.7
C 1.804 0.334 -0.206 1.2 0.3 0.3
C -0.614 1.000 -0.202 -0.8 -2.4 1.4
C 2.643 -1.947 0.016 0.6 -1.2 -0.5
C 4.094 -0.141 -0.398 -1.0 2.4 0.6
C 1.597 -1.064 -0.092 -1.3 0.9 1.1
H -4.180 -0.596 1.699 -1.9 0.2 -0.5
H 3.245 1.898 -0.651 0.2 -0.2 0.5
H -5.705 -0.018 0.582 0.9 -1.1 1.1
H -3.385 1.337 -0.750 0.7 0.1 0.6
H -1.160 -0.014 -0.174 1.2 1.7 -0.7
H 5.025 0.258 -0.455 2.9 0.8 -0.5
H 2.595 -3.065 0.139 -0.7 1.4 0.0
H -5.359 -1.832 1.059 0.0 0.7 -0.2
H 0.574 -1.366 0.130 0.3 -0.2 -0.3
H 4.726 -2.160 -0.063 0.7 0.0 -0.1
```
Positions in Å, forces in eV/Å.

Formula: C8H10N4S
Source: the OMol25 dataset
Level of theory: ωB97M-V/def2-TZVPD

As for the total energy: -927.7885 Ha. Its energy above the lowest of the compared OMol25 structures with the same formula, charge and spin is 9.8 kcal per mole. As for the LUMO energy (spin up / spin down): 0.013 / -0.133 hartree. For the HOMO energy (spin up / spin down), the calculation gives -5.90 / -9.19 eV. For the HOMO-LUMO gap (spin up / spin down), the calculation gives 6.24 / 5.58 eV. The value obtained for the largest force on an atom is 5.6 eV Å⁻¹. The net charge is 0. Its multiplicity is 3.

XYZ file:
```
23
Properties=species:S:1:pos:R:3:forces:R:3
S 1.860 -0.628 -0.563 -1.3 -0.1 1.7
N -0.630 -1.341 0.005 1.1 0.8 1.6
N -0.103 1.003 0.153 -0.9 0.8 -0.7
N -1.204 2.888 0.421 -0.1 0.7 -0.5
N -2.283 -2.552 -0.715 -2.6 1.3 -1.2
C -0.792 1.810 1.020 -1.5 0.3 0.3
C -1.849 -1.327 -0.599 -0.6 0.2 -0.1
C -1.404 -3.354 -0.152 1.9 2.2 0.6
C -0.357 -2.669 0.346 0.8 0.1 0.2
C -0.062 1.681 -1.077 0.1 -0.5 -1.8
C 0.252 -0.295 0.359 1.8 -2.2 -4.8
C 2.791 0.656 0.274 1.2 0.6 -1.2
C -0.767 2.823 -0.909 0.6 1.7 0.4
H 0.373 1.273 -2.051 -0.5 0.4 2.0
H 0.625 -0.239 1.939 0.6 -0.2 2.2
H 2.467 1.605 -0.168 -0.6 0.1 0.9
H 0.521 -3.052 0.882 -0.5 0.8 -0.4
H 2.672 0.498 1.351 0.4 0.6 -0.4
H -2.436 -0.426 -0.822 0.7 -0.5 -0.1
H -1.182 1.528 2.025 0.9 0.0 -1.0
H -0.798 3.739 -1.609 -0.3 -1.9 1.3
H 3.840 0.697 -0.118 -0.6 -0.9 0.8
H -1.533 -4.318 0.009 -0.8 -4.3 0.2
```
Positions in Å, forces in eV/Å.

Formula: C8H10N5
Source: the OMol25 dataset
Level of theory: ωB97M-V/def2-TZVPD

As for the total energy: -584.3014 Ha. Its energy above the lowest of the compared OMol25 structures with the same formula, charge and spin is 44.3 kcal per mole. As for the LUMO energy: -0.136 hartree. For the HOMO energy, the calculation gives -11.71 eV. For the HOMO-LUMO gap, the calculation gives 8.01 eV. The value obtained for the largest force on an atom is 4.5 eV Å⁻¹. The net charge is +1. As for the SMILES: C1=CNC2=[N+]3NCN=C3NCC2=C1. Its multiplicity is 1.

XYZ file:
```
23
Properties=species:S:1:pos:R:3:forces:R:3
N 1.921 1.165 0.643 1.9 0.4 0.4
N 0.836 -1.249 -1.729 -1.1 -1.5 -2.0
N 2.822 -0.162 -1.195 0.3 1.9 0.7
N 0.546 -0.329 -0.797 4.1 1.5 0.6
N -1.633 -0.855 -0.465 -2.6 0.2 1.1
C -1.687 0.869 1.662 -0.7 -0.7 2.6
C -0.519 -0.183 -0.130 -1.1 0.3 0.7
C -0.513 0.671 1.007 -0.4 1.8 -0.1
C -2.840 -0.675 0.212 1.6 2.3 3.0
C 2.265 -1.150 -2.060 -0.1 0.9 -1.8
C -2.887 0.139 1.360 2.3 -1.2 -3.7
C 2.005 0.388 -0.416 -2.0 -3.2 -2.2
C 0.669 1.602 1.248 0.5 2.1 -0.5
H -1.789 -1.289 -1.348 0.8 -0.4 -0.8
H -3.746 0.315 1.915 -1.5 0.0 0.7
H -3.655 -1.205 -0.154 -1.2 -0.9 -0.6
H -1.760 1.398 2.674 0.5 -0.1 -1.9
H 0.948 1.561 2.313 -0.8 0.7 -0.2
H 0.512 2.764 0.821 -0.2 -3.1 1.5
H 0.459 -2.216 -1.587 0.7 1.3 0.4
H 2.814 1.565 1.021 -1.4 -0.6 -0.7
H 2.511 -1.101 -3.209 -0.7 0.9 2.1
H 2.720 -2.024 -1.786 1.1 -2.6 0.7
```
Positions in Å, forces in eV/Å.

Formula: C8H10N9O4PtS2
Source: the OMol25 dataset
Level of theory: ωB97M-V/def2-TZVPD

As for the total energy: -2020.2894 Ha. Its energy above the lowest of the compared OMol25 structures with the same formula, charge and spin is 10.9 kcal per mole. As for the LUMO energy (spin up / spin down): 0.074 / 0.074 hartree. For the HOMO energy (spin up / spin down), the calculation gives -3.38 / -3.60 eV. For the HOMO-LUMO gap (spin up / spin down), the calculation gives 5.38 / 5.62 eV. The value obtained for the largest force on an atom is 3.6 eV Å⁻¹. The net charge is -1. Its multiplicity is 1.

XYZ file:
```
34
Properties=species:S:1:pos:R:3:forces:R:3
Pt 1.268 -0.952 -0.493 2.1 1.2 -2.1
S -0.240 -3.188 -0.357 -0.6 -1.7 3.1
S 3.444 -1.864 -0.425 -0.8 0.9 0.6
O 0.384 -2.529 -1.573 1.1 0.8 -0.5
O -1.678 -2.935 -0.331 -0.2 -0.2 -0.5
O 0.396 -2.478 0.831 -1.1 -1.5 0.0
O 0.065 -4.598 -0.333 0.2 -0.3 -0.4
N 0.549 1.952 -0.693 0.2 1.0 0.9
N 2.041 0.365 0.832 -1.5 -0.3 0.2
N 3.087 -0.070 1.557 0.3 1.0 1.3
N -2.566 -0.828 -1.922 -0.3 -0.1 -0.6
N -0.712 -0.227 -0.933 0.3 -0.6 -0.1
N -1.626 -0.317 -0.017 -0.9 -0.1 1.0
N 5.026 -1.305 1.642 -0.2 0.2 0.3
N -2.696 -0.698 -0.632 1.0 0.9 -0.2
N -3.863 -0.947 0.022 -1.0 0.1 0.4
C -1.678 3.276 0.320 -0.1 0.3 -0.7
C -1.424 3.250 -1.055 -0.2 0.0 0.5
C -0.279 2.597 -1.486 0.0 0.2 0.0
C -0.802 2.658 1.174 0.8 -0.7 0.1
C 3.832 -0.988 1.042 -0.2 -1.1 -1.5
C 0.304 1.950 0.644 -1.5 0.9 -1.6
C -1.287 -0.556 -2.092 -0.3 0.2 -0.1
C 1.172 1.173 1.435 2.1 -1.3 0.2
H -3.624 -1.091 0.999 0.1 -0.1 -0.2
H -4.257 -1.803 -0.362 0.4 0.0 0.1
H 5.321 -2.256 1.483 0.0 0.1 0.1
H -0.774 -0.572 -3.029 0.1 -0.1 -0.1
H -2.558 3.779 0.700 0.0 0.0 0.0
H 5.100 -0.973 2.594 0.0 -0.1 -0.1
H -0.023 2.573 -2.540 0.0 0.0 -0.1
H -0.967 2.655 2.240 0.0 0.0 0.2
H -2.101 3.711 -1.760 0.0 0.0 0.0
H 1.170 1.237 2.517 0.3 0.2 0.0
```
Positions in Å, forces in eV/Å.